[1]
C29H24HgN9O2S2 | ωB97M-V/def2-TZVPD

The geometry in XYZ format:
```
67
C29H24HgN9O2S2 ωB97M-V/def2-TZVPD
Hg 0.162 0.569 0.520
C -1.604 5.068 0.218
C -1.285 3.614 -0.020
N -0.672 2.892 0.860
N -0.408 3.335 2.067
C 0.570 2.806 2.756
N 0.548 3.033 4.121
S 1.959 2.080 2.100
C -1.616 2.975 -1.275
C -2.165 3.672 -2.364
C -2.393 2.991 -3.543
C -2.131 1.630 -3.602
C -1.630 1.010 -2.463
N -1.361 1.664 -1.358
H -1.191 5.338 1.187
H -2.683 5.229 0.232
H -1.167 5.703 -0.553
H -0.389 2.973 4.499
H 1.204 2.424 4.590
H -2.399 4.726 -2.294
H -2.796 3.515 -4.404
H -2.318 1.066 -4.503
H -1.454 -0.055 -2.411
N 1.449 -3.712 2.130
C 1.213 -2.357 2.100
N 1.422 -1.619 1.086
C 1.938 -2.160 -0.077
N 2.065 -1.461 -1.183
N 1.695 -0.185 -1.168
C 1.731 0.421 -2.337
C 1.613 1.819 -2.483
C 1.711 2.428 -3.762
C 1.684 3.794 -3.871
C 1.572 4.561 -2.709
C 1.472 3.885 -1.498
N 1.474 2.580 -1.374
C 2.344 -3.545 -0.075
C 3.028 -4.146 -1.137
C 3.338 -5.495 -1.106
C 2.961 -6.282 -0.035
C 2.307 -5.700 1.053
C 2.023 -4.346 1.042
H 1.161 -4.257 2.929
H 0.841 -1.927 3.019
H 1.924 -0.170 -3.237
H 1.822 1.802 -4.637
H 1.768 4.286 -4.837
H 1.566 5.642 -2.743
H 1.404 4.441 -0.570
H 3.300 -3.524 -1.974
H 3.875 -5.940 -1.934
H 3.181 -7.341 -0.020
H 2.022 -6.303 1.906
O -3.516 -1.296 -0.407
C -2.440 -1.380 0.195
O -1.298 -1.129 -0.270
C -2.473 -1.979 1.610
C -3.148 -3.180 1.764
C -3.183 -3.867 2.968
C -2.550 -3.316 4.073
C -1.897 -2.109 3.947
C -1.835 -1.422 2.729
S -1.005 0.109 2.760
H -3.665 -3.584 0.902
H -3.702 -4.817 3.039
H -2.571 -3.821 5.035
H -1.402 -1.659 4.797
```

* net charge: -2
* 2S+1: 2
* molecular weight: 795.30 g/mol
* HOMO-LUMO gap (alpha / beta): 4.40 / 5.92 eV

[2]
C29H24N2Ni | ωB97M-V/def2-TZVPD

The geometry in XYZ format:
```
56
C29H24N2Ni ωB97M-V/def2-TZVPD
Ni 0.395 0.353 -0.385
C 0.235 1.055 2.334
C -0.163 -0.378 2.070
C -1.481 -0.520 2.257
C -2.056 0.775 2.636
C -1.084 1.694 2.671
H 0.899 1.098 3.211
H 0.540 -1.155 1.803
H -2.048 -1.432 2.125
H -3.103 0.947 2.842
H -1.199 2.743 2.901
C -1.753 -3.252 -1.197
C -2.258 -2.985 -2.495
C -1.927 -1.813 -3.105
C -1.097 -0.870 -2.451
N -0.643 -1.124 -1.173
C -0.970 -2.302 -0.605
C -0.667 0.358 -3.029
C -1.031 0.797 -4.325
C -0.549 1.977 -4.813
C 0.322 2.748 -4.013
C 0.632 2.278 -2.764
N 0.159 1.132 -2.249
H -1.971 -4.177 -0.681
H -2.891 -3.704 -2.998
H -2.295 -1.601 -4.099
H -0.569 -2.476 0.386
H -1.694 0.194 -4.929
H -0.828 2.312 -5.804
H 0.743 3.681 -4.362
H 1.297 2.842 -2.122
C 5.322 2.112 -1.933
C 5.091 0.795 -1.563
C 4.020 0.483 -0.744
C 3.147 1.469 -0.276
C 3.392 2.791 -0.655
C 4.469 3.104 -1.473
C 2.030 1.019 0.587
C 0.963 1.699 1.136
C 0.714 3.166 0.985
C -0.226 3.668 0.092
C -0.455 5.036 0.011
C 0.238 5.912 0.833
C 1.158 5.414 1.748
C 1.390 4.050 1.825
H 6.157 2.364 -2.573
H 5.745 0.007 -1.914
H 3.842 -0.550 -0.465
H 2.746 3.587 -0.318
H 4.638 4.136 -1.753
H 2.237 0.050 1.047
H -0.775 2.983 -0.538
H -1.180 5.414 -0.699
H 0.059 6.977 0.768
H 1.698 6.091 2.398
H 2.119 3.661 2.528
```

* 2S+1: 3
* molecular weight: 459.22 g/mol
* HOMO-LUMO gap (alpha / beta): 5.16 / 8.09 eV

[3]
C29H24N4O7SSn | ωB97M-V/def2-TZVPD

The geometry in XYZ format:
```
66
C29H24N4O7SSn ωB97M-V/def2-TZVPD
Sn 0.975 2.393 2.758
O 1.434 0.147 -0.894
S 2.101 0.860 0.214
O 2.214 2.312 0.056
N 1.337 0.580 1.592
C 0.500 -0.490 1.788
C 0.666 -1.702 1.211
C -0.302 -2.728 1.423
C -1.400 -2.603 2.175
C -1.526 -1.337 2.885
C -2.651 -1.055 3.737
C -2.676 0.073 4.521
C -1.752 1.074 4.205
N -0.780 0.887 3.359
C -0.662 -0.293 2.670
C 3.748 0.221 0.454
C 4.661 0.354 -0.600
C 5.946 -0.111 -0.366
C 6.350 -0.787 0.829
C 5.374 -1.068 1.743
C 4.074 -0.524 1.610
H 1.469 -1.889 0.563
H -0.065 -3.677 0.886
H -2.083 -3.457 2.331
H -3.358 -1.934 3.954
H -3.412 0.171 5.286
H -1.784 2.024 4.710
H 4.403 0.803 -1.570
H 6.772 -0.007 -1.127
H 7.401 -1.065 0.906
H 5.734 -1.479 2.642
H 3.269 -0.569 2.348
O 1.641 1.315 4.760
N 2.936 1.261 4.689
O 3.584 0.743 5.530
O 3.437 1.759 3.633
C -5.541 -1.232 -2.935
O -4.223 -1.107 -2.215
C -3.134 -1.409 -2.946
C -3.119 -1.968 -4.222
C -1.929 -2.215 -4.835
C -0.689 -1.951 -4.263
C -0.690 -1.336 -3.022
C -1.868 -1.091 -2.331
N -1.921 -0.673 -0.957
C -1.533 0.548 -0.566
C -1.034 1.698 -1.191
C -0.891 1.847 -2.620
C -0.433 3.067 -3.094
C -0.195 4.095 -2.172
C -0.259 3.981 -0.810
C -0.746 2.772 -0.251
O -0.954 2.608 1.026
H -5.835 -2.254 -3.134
H -5.625 -0.648 -3.821
H -6.248 -0.740 -2.324
H -4.049 -2.093 -4.777
H -1.916 -2.541 -5.897
H 0.266 -2.041 -4.783
H 0.265 -1.033 -2.616
H -2.473 -1.266 -0.294
H -1.697 0.716 0.512
H -1.000 1.066 -3.314
H -0.275 3.211 -4.220
H 0.150 4.971 -2.684
H 0.020 4.821 -0.156
```

* molecular weight: 691.31 g/mol
* HOMO-LUMO gap: 7.32 eV

[4]
C29H24N5O5S2Ta | ωB97M-V/def2-TZVPD

The geometry in XYZ format:
```
66
C29H24N5O5S2Ta ωB97M-V/def2-TZVPD
Ta -0.037 -0.425 0.496
O 4.238 -0.210 -3.187
C 3.103 -0.217 -3.892
C 3.216 -0.171 -5.282
C 2.089 -0.178 -6.070
C 0.809 -0.230 -5.503
C 0.680 -0.280 -4.141
C 1.818 -0.278 -3.308
C 1.653 -0.332 -1.883
O 0.400 -0.390 -1.379
N 2.633 -0.325 -1.035
N 2.154 -0.384 0.271
C 3.086 -0.455 1.179
C 2.869 -0.498 2.588
C 3.973 -0.501 3.457
C 3.783 -0.519 4.821
C 2.489 -0.541 5.338
C 1.381 -0.544 4.502
C 1.578 -0.522 3.136
O 0.517 -0.536 2.295
H 4.046 -0.271 -2.236
H 4.208 -0.132 -5.711
H 2.195 -0.140 -7.146
H -0.067 -0.230 -6.136
H -0.301 -0.315 -3.687
H 4.112 -0.473 0.819
H 4.973 -0.485 3.041
H 4.633 -0.518 5.488
H 2.341 -0.557 6.410
H 0.375 -0.562 4.898
O -4.378 -1.386 0.501
C -4.856 -0.119 0.412
C -6.237 0.010 0.308
C -6.818 1.255 0.218
C -6.034 2.411 0.232
C -4.671 2.296 0.330
C -4.051 1.035 0.417
C -2.601 0.998 0.486
O -1.960 -0.209 0.495
N -1.859 2.040 0.523
N -0.499 1.724 0.542
C 0.242 2.814 0.520
S -0.500 4.358 0.439
C 1.045 5.286 0.676
C 2.180 4.495 0.064
S 1.969 2.764 0.579
H -3.432 -1.354 0.660
H -6.832 -0.893 0.307
H -7.894 1.332 0.140
H -6.496 3.385 0.165
H -4.044 3.176 0.337
H 1.188 5.447 1.744
H 0.923 6.249 0.183
H 3.151 4.824 0.429
H 2.167 4.530 -1.024
C -1.006 -5.263 0.074
C -1.603 -4.338 -0.773
C -1.322 -3.004 -0.605
N -0.485 -2.563 0.362
C 0.090 -3.466 1.185
C -0.144 -4.816 1.066
H -1.212 -6.320 -0.036
H -2.283 -4.646 -1.554
H -1.768 -2.252 -1.243
H 0.744 -3.075 1.953
H 0.337 -5.503 1.747
```

* net charge: +2
* molecular weight: 767.62 g/mol
* HOMO-LUMO gap: 5.61 eV

Number 3 is which compound?
C29H24N4O7SSn